The following is a quantum chemistry calculation of C18H18O5 in the gas phase, from OMol25.

Properties
Maximum force   0.6 eV/Å
Energy relative to the best compared isomer or geometry (same formula, charge and spin)   11.95 kcal/mol

Last columns: bonded neighbours and bond lengths (Å).
CARTESIAN COORDINATES (ANGSTROEM)
1 C 6.47 1.18 -2.33  O2 1.407, H24 1.095, H25 1.095, H26 1.089
2 O 5.81 1.37 -1.10  C1 1.407, C3 1.362
3 C 4.51 0.98 -0.99  O2 1.362, C4 1.395, C8 1.388
4 C 3.77 0.38 -2.00  C3 1.395, C5 1.382, H27 1.078
5 C 2.44 0.04 -1.79  C4 1.382, C6 1.391, H28 1.079
6 C 1.84 0.27 -0.56  C5 1.391, C7 1.403, O23 1.353
7 C 2.59 0.83 0.48  C6 1.403, C8 1.392, C9 1.470
8 C 3.92 1.20 0.25  C3 1.388, C7 1.392, H29 1.078
9 C 2.02 0.98 1.82  C7 1.470, O10 1.209, C11 1.519
10 O 2.55 1.56 2.73  C9 1.209
11 C 0.68 0.27 1.98  C9 1.519, C12 1.524, H30 1.090, H31 1.094
12 C -0.15 0.46 0.71  C11 1.524, C13 1.513, O23 1.430, H32 1.106
13 C -1.51 -0.19 0.73  C12 1.513, C14 1.379, C22 1.396
14 C -1.98 -0.97 1.77  C13 1.379, C15 1.390, H33 1.077
15 C -3.24 -1.54 1.71  C14 1.390, C16 1.382, H34 1.078
16 C -4.05 -1.36 0.60  C15 1.382, O17 1.360, C19 1.414
17 O -5.30 -1.88 0.45  C16 1.360, C18 1.406
18 C -5.83 -2.67 1.48  O17 1.406, H35 1.095, H36 1.095, H37 1.089
19 C -3.58 -0.57 -0.47  C16 1.414, O20 1.360, C22 1.381
20 O -4.43 -0.44 -1.52  C19 1.360, C21 1.406
21 C -4.01 0.31 -2.63  O20 1.406, H38 1.095, H39 1.095, H40 1.089
22 C -2.32 0.00 -0.39  C13 1.396, C19 1.381, H41 1.078
23 O 0.53 -0.07 -0.43  C6 1.353, C12 1.430
24 H 6.52 0.12 -2.60  C1 1.095
25 H 5.98 1.73 -3.14  C1 1.095
26 H 7.48 1.56 -2.19  C1 1.089
27 H 4.20 0.19 -2.97  C4 1.078
28 H 1.86 -0.41 -2.58  C5 1.079
29 H 4.48 1.64 1.05  C8 1.078
30 H 0.16 0.65 2.85  C11 1.090
31 H 0.89 -0.80 2.12  C11 1.094
32 H -0.28 1.54 0.55  C12 1.106
33 H -1.38 -1.14 2.65  C14 1.077
34 H -3.58 -2.14 2.54  C15 1.078
35 H -5.23 -3.56 1.66  C18 1.095
36 H -5.92 -2.10 2.41  C18 1.095
37 H -6.82 -2.97 1.14  C18 1.089
38 H -3.11 -0.11 -3.09  C21 1.095
39 H -3.83 1.36 -2.36  C21 1.095
40 H -4.83 0.26 -3.35  C21 1.089
41 H -1.94 0.60 -1.19  C22 1.078